Molecular formula: C39H71F2IN2O12S2Si
Method: DFT, ωB97M-V with the def2-TZVPD basis set

```
130
Properties=species:S:1:pos:R:3:forces:R:3:lowdin_charge:R:1
H -0.2666 0.7007 -7.1047 -0.13 0.53 0.09 0.0457
N -0.4948 1.7063 -7.1676 -2.72 1.05 1.10 0.0976
C -1.6188 1.9470 -6.5380 1.35 -2.05 -0.62 -0.1982
C -2.4253 0.7310 -5.8791 -0.55 1.29 -0.61 -0.1356
C -2.2361 0.4915 -4.3021 -1.44 0.24 -0.67 -0.3367
C -3.5902 -0.3314 -3.8596 1.03 -0.34 -0.14 -0.5733
I -5.3727 0.9812 -3.6421 0.59 -0.38 0.10 0.9092
C -4.1070 -1.4019 -4.9258 -1.80 0.13 0.08 -0.3441
C -5.2380 -2.4052 -4.3010 0.32 -0.32 -1.15 -0.1440
C -2.3082 1.9299 -3.5559 0.57 -0.33 0.33 -0.1673
C -0.9130 2.6895 -3.3080 -1.80 0.26 0.96 -0.2058
C -0.9542 4.2815 -3.6712 2.60 -0.19 1.24 -0.3574
F -2.1596 4.8147 -3.1003 2.14 -1.20 -1.83 0.0303
F -0.7965 4.5583 -5.0499 -1.53 -0.42 2.40 0.0353
C 0.3561 4.9097 -2.9339 -0.21 0.87 -0.99 -0.1416
C 0.0927 6.3519 -2.2783 0.91 0.40 -0.31 -0.2447
Si 0.2180 6.3009 -0.3386 -0.32 0.25 -0.10 0.5648
C 1.7045 5.2261 0.2207 0.41 -0.85 -0.15 -0.2013
C 0.4704 8.0889 0.3592 -0.35 -0.34 0.60 -0.1994
C -1.4374 5.5680 0.3599 -3.51 -1.48 1.57 -0.2198
C -2.7613 6.3946 0.2774 -0.33 -4.08 1.64 -0.0658
C -4.0814 5.7496 0.8157 2.30 -1.39 0.11 -0.0739
C -4.1518 4.3342 1.4280 3.72 1.16 -1.08 -0.0764
C -2.8334 3.5357 1.5512 0.19 3.22 -1.72 -0.0738
C -1.5090 4.1518 1.0220 -3.07 1.55 -0.21 -0.0765
S 0.6047 1.8303 -3.9185 7.76 2.93 -0.20 0.7998
O 1.3754 2.6157 -4.9680 -3.64 -2.48 2.15 -0.3055
O 1.5902 1.6944 -2.7603 -3.98 -0.58 -2.12 -0.3290
O 0.2469 0.3604 -4.5649 -1.09 0.98 1.40 -0.2166
C -0.8805 -0.3473 -3.9114 -1.34 -0.27 0.63 -0.3497
C -0.6655 -0.4999 -2.3305 0.55 0.27 1.08 -0.1215
C 0.6851 -1.2603 -1.8956 -0.09 -0.82 1.19 -0.1726
C 0.3248 -2.1176 -0.5510 0.62 0.85 -0.29 -0.1561
C 0.2422 -1.0048 0.6354 2.00 -0.05 -1.03 -0.2032
N 0.2036 -1.5987 2.0043 -3.24 1.09 -0.69 0.0281
C -1.1460 -1.7526 2.5314 0.16 -3.90 2.05 -0.4107
C -2.2953 -0.6503 2.4805 0.65 0.38 -1.28 -0.0179
O -1.4075 -2.8598 3.1117 0.66 3.88 -1.73 -0.0288
C -0.7873 -1.7911 -4.6082 1.36 0.69 -1.57 -0.1804
S -1.4157 -3.2609 -3.7321 0.19 -4.21 5.00 0.7729
O -2.5935 -3.1071 -2.8232 1.74 0.97 -2.60 -0.3774
O -0.3437 -4.0361 -2.9688 -1.92 2.59 -3.08 -0.3918
H -2.1062 2.9757 -6.4956 1.01 -1.31 -0.14 0.1198
H -3.5383 1.0172 -6.0382 1.69 -0.55 0.45 0.0997
H -2.2568 -0.1809 -6.5421 -0.04 1.08 1.07 0.1128
H -3.4097 -0.7232 -2.8068 -0.52 0.19 -1.53 0.0754
H -3.3246 -2.0056 -5.4791 -0.67 0.80 0.96 0.0777
H -4.6847 -0.8082 -5.7335 1.28 -0.96 1.14 0.0790
H -5.2855 -2.3641 -3.1649 0.07 -0.14 -1.61 0.0727
H -6.2634 -2.1773 -4.7824 1.63 -0.19 1.06 0.0757
H -4.9715 -3.4680 -4.6713 -0.45 1.59 0.96 0.0781
H -2.7336 1.6981 -2.5059 0.51 0.74 -1.77 0.1101
H -2.9675 2.6886 -4.1240 0.81 -1.63 1.00 0.1036
H -0.7592 2.7232 -2.1596 0.00 -0.20 -2.01 0.1401
H 1.1441 5.0368 -3.7674 -1.36 -0.43 1.27 0.1342
H 0.8173 4.1858 -2.1803 -0.89 0.86 -1.03 0.0894
H 0.9689 7.0287 -2.6232 -1.38 -0.97 0.55 0.0894
H -0.8548 6.8814 -2.6342 1.19 -0.95 0.42 0.0875
H 2.1534 5.6684 1.1814 -0.53 -0.77 -1.49 0.0464
H 1.3724 4.1433 0.4238 0.59 1.58 -0.19 0.0259
H 2.4945 5.1454 -0.6204 -1.08 0.30 1.47 0.0570
H 0.8096 8.8037 -0.4622 -0.44 -0.79 1.33 0.0383
H 1.2431 7.9864 1.2128 -1.16 0.50 -1.42 0.0407
H -0.5362 8.3979 0.8320 1.66 -0.12 -0.80 0.0353
H -2.7895 7.4355 -0.1933 0.05 -1.71 0.81 0.0923
H -5.0542 6.3432 0.7613 1.58 -0.88 0.02 0.0834
H -5.1235 3.8516 1.7955 1.59 1.06 -0.67 0.0915
H -2.8055 2.4825 1.9984 -0.15 1.81 -0.69 0.0655
H -0.5689 3.5206 1.1337 -1.37 1.05 -0.20 0.0668
H -1.5288 -1.0602 -1.8007 1.16 0.76 -1.44 0.1210
H -0.6323 0.5077 -1.7600 -0.14 -1.34 -1.40 0.1163
H 1.5321 -0.5598 -1.5632 -1.46 -0.71 -0.90 0.1045
H 1.1275 -1.9548 -2.6803 -0.82 0.91 0.94 0.1014
H 1.1967 -2.8584 -0.3763 -1.38 1.26 0.00 0.1248
H -0.6322 -2.7277 -0.6587 1.22 0.88 0.11 0.1035
H -0.5684 -0.2217 0.4345 0.94 -1.38 0.58 0.1070
H 1.2471 -0.4321 0.5610 -1.60 -0.74 0.05 0.1257
H 0.7497 -2.4678 2.0529 -0.73 0.39 0.15 0.1286
H -3.0935 -1.0513 1.7463 1.30 0.68 1.16 0.1045
H -1.8809 0.3478 2.0722 -0.76 -1.56 0.67 0.0558
H -2.8088 -0.4562 3.4784 1.04 -0.62 -1.21 0.0873
H 0.3437 -1.9929 -4.7702 -1.84 0.13 0.54 0.1405
H -1.2117 -1.8185 -5.6845 0.38 0.14 1.91 0.1140
H -1.8207 -4.1679 -4.7400 0.41 1.35 0.33 0.1035
C 7.5375 -5.9829 -0.0754 0.08 0.22 -0.30 -0.1112
O 6.9734 -5.1811 -1.0972 -0.21 -0.06 0.43 -0.2071
C 5.6474 -5.5678 -1.4435 0.27 0.47 -0.25 -0.1896
C 4.7893 -4.3440 -1.7526 -0.17 -0.15 0.06 -0.1725
O 4.4203 -3.5727 -0.6070 0.27 -0.01 -0.10 -0.1368
C 5.4663 -2.8566 0.0535 -0.13 0.15 0.03 -0.1733
C 6.0308 -1.6830 -0.7419 0.23 -0.37 0.00 -0.1902
O 6.8312 -2.1362 -1.8264 -0.35 -0.03 -0.17 -0.2061
C 6.6708 -1.3656 -3.0005 0.14 -0.19 0.07 -0.1111
H 7.8144 -6.9629 -0.4740 -0.01 -0.13 0.17 0.0870
H 8.4347 -5.4789 0.2896 -0.04 -0.04 -0.14 0.0894
H 6.8471 -6.0945 0.7663 -0.03 -0.11 0.00 0.0856
H 5.1788 -6.1411 -0.6382 0.01 0.01 0.06 0.1232
H 5.7145 -6.2000 -2.3363 -0.26 -0.07 -0.03 0.1259
H 3.8448 -4.7016 -2.1748 -0.01 -0.03 0.16 0.1259
H 5.2434 -3.7129 -2.5163 0.26 -0.07 0.08 0.1122
H 6.2520 -3.5344 0.3891 0.12 0.07 -0.23 0.1131
H 5.0079 -2.4496 0.9605 -0.09 0.03 -0.13 0.1253
H 6.6757 -1.0818 -0.0915 -0.18 0.10 0.19 0.1259
H 5.2037 -1.0561 -1.0983 0.03 -0.06 0.00 0.1222
H 5.6104 -1.2378 -3.2478 0.03 0.12 0.03 0.0853
H 7.1440 -1.9027 -3.8266 0.05 0.04 0.17 0.0900
H 7.1534 -0.3915 -2.8855 -0.10 0.14 -0.12 0.0877
C -3.0904 -0.7338 10.4398 0.33 0.13 -0.19 -0.1135
O -1.8581 -1.0866 9.8389 -0.39 -0.28 0.04 -0.2070
C -1.3036 -2.2885 10.3644 0.27 0.30 -0.45 -0.1918
C -0.6284 -3.1013 9.2628 -0.11 -0.17 0.09 -0.1746
O -1.5312 -3.7423 8.3595 0.05 0.33 0.08 -0.1257
C -2.2774 -2.8978 7.4798 0.03 -0.11 -0.16 -0.1684
C -1.4453 -2.2171 6.3971 -0.12 0.16 0.37 -0.1918
O -0.6422 -1.1775 6.9457 0.29 -0.22 0.13 -0.2046
C 0.6458 -1.1035 6.3691 -0.18 0.13 0.18 -0.1110
H -2.9207 -0.3402 11.4460 -0.18 -0.04 0.11 0.0862
H -3.5530 0.0417 9.8259 0.13 0.00 0.06 0.0885
H -3.7727 -1.5887 10.4744 -0.01 -0.03 0.11 0.0852
H -2.0716 -2.9022 10.8444 -0.06 0.00 -0.02 0.1220
H -0.5577 -2.0025 11.1149 0.07 -0.24 0.10 0.1246
H -0.0776 -3.9153 9.7447 -0.15 -0.03 0.00 0.1258
H 0.1117 -2.5130 8.7206 -0.14 0.24 0.05 0.1119
H -2.8762 -2.1801 8.0423 0.20 0.17 -0.03 0.1119
H -2.9892 -3.5614 6.9789 0.17 -0.06 -0.01 0.1285
H -2.1136 -1.7567 5.6620 -0.10 -0.27 -0.13 0.1107
H -0.8263 -2.9674 5.8910 -0.07 0.08 0.01 0.1214
H 1.1303 -2.0869 6.3567 -0.02 0.01 -0.13 0.0887
H 1.2562 -0.4381 6.9854 -0.16 0.01 -0.06 0.0885
H 0.5868 -0.6971 5.3558 0.17 -0.09 -0.14 0.0801
```
Forces are in eV/Å.

- net charge = 0
- spin multiplicity = 1
- SMILES string = [H]/N=C\C[C@]1([C@@H](I)CC)C[C@H](C(F)(F)CC[Si](C)(C)c2ccccc2)S(=O)(=O)O[C@]1(CCCCNC(C)=O)C[SH](=O)=O.COCCOCCOC.COCCOCCOC
- energy (a.u.) = -4123.7885
- strongest force on any atom (hartree/bohr) = 0.16134